The following is a DFT calculation (wB97M-V/def2-TZVPD) of a cluster of 2 separate species, C14H16 in total in a non-equilibrium geometry.

Last column: Löwdin charge in e.
Element x y z (Å)
C (-3.0542, 0.0363, -0.9203)  -0.065
C (-2.5659, -1.4101, -0.6166)  -0.271
C (-3.0859, -2.5843, -1.1141)  -0.079
C (-2.6100, -3.7581, -0.6114)  -0.112
C (-1.5618, -3.8235, 0.2907)  -0.105
C (-0.9630, -2.6607, 0.7081)  -0.107
C (-1.3557, -1.4236, 0.1896)  -0.042
H (-3.0154, 0.5190, 0.1227)  0.099
H (-4.0850, 0.0649, -1.3371)  0.074
H (-2.4614, 0.5289, -1.6628)  0.055
H (-3.8336, -2.5989, -2.0250)  0.151
H (-2.9272, -4.6799, -0.9551)  0.079
H (-1.2682, -4.7135, 0.7692)  0.088
H (-0.0707, -2.6934, 1.3883)  0.116
H (-0.9478, -0.3314, 0.2450)  0.117
C (1.5597, 3.7852, 1.4520)  -0.041
C (2.0654, 2.5607, 0.6784)  -0.283
C (3.3202, 2.0722, 0.7528)  -0.058
C (3.8201, 0.8993, 0.1032)  -0.062
C (2.8604, 0.2503, -0.5439)  -0.110
C (1.6065, 0.8140, -0.8827)  -0.074
C (1.1294, 1.8841, -0.1203)  -0.054
H (1.7315, 4.6957, 0.9471)  0.063
H (2.0193, 4.0117, 2.4441)  0.091
H (0.6008, 3.5893, 1.7522)  0.035
H (4.0805, 2.4862, 1.4848)  0.129
H (4.7372, 0.5370, 0.3131)  0.071
H (3.0537, -0.6213, -1.0339)  0.073
H (1.2155, 0.5541, -1.8397)  0.098
H (0.0057, 2.0095, 0.0217)  0.127

## Properties
M	184.28	g/mol
structure (SMILES)	Cc1ccccc1.Cc1ccccc1
energy relative to the best compared isomer or geometry (same formula, charge and spin)	2.8603	eV
HOMO energy	-0.3223	hartree
spin multiplicity	1

---

The following is a DFT calculation (wB97M-V/def2-TZVPD) of a cluster of 2 separate species, C5H5FO3 in total in a non-equilibrium geometry.

Last column: Löwdin charge in e.
Element x y z (Å)
C (-1.5516, 0.1044, 2.3333)  -0.069
C (-1.3485, -0.1467, 1.0800)  -0.242
C (-0.6296, 0.5897, -0.0765)  -0.110
C (0.8567, 0.8989, -0.1753)  -0.481
O (1.6932, 0.0777, -0.5003)  0.122
F (0.9831, 2.1781, -0.1633)  0.160
H (-2.2360, -0.6298, 3.0179)  0.107
H (-0.9593, 0.9012, 2.9980)  0.103
H (-1.6932, -1.2636, 0.6657)  0.153
H (-0.9289, 0.0608, -1.1077)  0.159
H (-1.1037, 1.6616, -0.1869)  0.144
O (1.9010, -0.5624, -3.2142)  0.173
C (2.3096, -1.4871, -2.6201)  -0.453
O (2.7073, -2.3828, -2.0506)  0.234

## Properties
M	132.09	g/mol
structure (SMILES)	C=CCC(=O)F.O=C=O
energy relative to the best compared isomer or geometry (same formula, charge and spin)	0.0429	eV
HOMO energy	-0.3805	hartree
spin multiplicity	1

---

The following is a DFT calculation (wB97M-V/def2-TZVPD) of a structure of composition C2HF4IO in a non-equilibrium geometry.

Last column: Mulliken spin population.
Element x y z (Å)
C (-1.3514, 1.0089, -1.8017)  -0.002
C (-1.2926, -2.0182, 0.8613)  1.625
O (-0.2739, 0.5968, -1.9287)  0.000
F (-2.4066, 0.8202, -2.5113)  0.001
F (-1.6482, 1.8907, -0.8918)  0.000
F (-1.4617, -1.4615, -0.3179)  0.089
F (-2.4876, -2.0506, 1.4232)  0.104
I (-0.0308, 0.3276, 1.7657)  0.182
H (0.2491, 0.4943, 0.1863)  0.001

## Properties
M	243.93	g/mol
energy relative to the best compared isomer or geometry (same formula, charge and spin)	0.6517	eV
HOMO energy (alpha / beta)	-0.2722 / -0.3820	hartree
spin multiplicity	3

---

Which value of energy relative to the best compared isomer or geometry (same formula, charge and spin) does entry 2 give? 0.0429 eV

---

Look up the energy relative to the best compared isomer or geometry (same formula, charge and spin) of the second one. 0.0429 eV

---

Look up the M of the third one. 243.93 g/mol